This record from the OMol25 dataset describes the ion C5H13N2O with charge -1 at a distorted geometry. The level of theory is wB97M-V/def2-TZVPD.

Summary:
Energy ... -10422.0670 eV
ΔE to the lowest compared entry with this formula, charge and spin ... 37.6 kcal per mole
Kohn-Sham gap ... 6.648 eV
Strongest force on any atom ... 4.1 eV/A
Structure (SMILES) ... CNCC[C@@H](N)C[O-]
Lowest unoccupied orbital energy ... 4.08 eV

```
! wB97M-V def2-TZVPD RIJCOSX def2/J DEFGRID3
* xyz -1 1
C -2.323 1.283 -0.614
N -1.995 -0.034 -0.047
C -1.056 0.014 1.102
C 0.244 0.703 0.813
C 1.244 0.126 -0.224
N 2.588 0.678 0.201
C 1.223 -1.382 -0.331
O -0.018 -1.672 -0.961
H -1.576 1.566 -1.371
H -3.299 1.206 -1.088
H -2.493 2.020 0.199
H -1.461 -0.570 -0.744
H -1.560 0.457 1.973
H -0.892 -1.049 1.314
H 0.044 1.784 0.661
H 0.683 0.777 1.838
H 1.045 0.651 -1.151
H 2.655 1.660 0.407
H 2.947 0.066 0.919
H 1.903 -1.863 -1.015
H 1.067 -1.892 0.671
*
```

How positive or negative is each atom? The Mulliken charges in e answer that: -0.8399 -0.4623 -0.9191 -0.5959 0.6080 -0.7369 -0.7576 -0.9298 0.2093 0.2981 0.2910 0.3692 0.4408 0.2569 0.2825 0.2798 0.2176 0.2269 0.2272 0.3584 0.1759

***

This record from the OMol25 dataset describes a cluster of 2 separate species, C6H16O in total at a distorted geometry. The level of theory is wB97M-V/def2-TZVPD.

Summary:
Energy ... -8528.8177 eV
ΔE to the lowest compared entry with this formula, charge and spin ... 9.6 kcal per mole
Kohn-Sham gap ... 11.494 eV
Strongest force on any atom ... 1.5 eV/A
Structure (SMILES) ... CCCCCC.O
Lowest unoccupied orbital energy ... 0.79 eV

```
! wB97M-V def2-TZVPD RIJCOSX def2/J DEFGRID3
* xyz 0 1
C 1.007 3.114 0.076
C 1.017 1.695 0.759
C 0.091 0.627 0.209
C 0.514 -0.803 0.639
C -0.212 -1.914 -0.088
C 0.235 -3.278 0.375
H 1.158 2.959 -1.005
H 1.812 3.766 0.454
H 0.041 3.624 0.226
H 2.064 1.394 0.563
H 0.862 1.679 1.855
H -0.932 0.882 0.548
H 0.089 0.629 -0.898
H 1.592 -0.914 0.411
H 0.389 -0.912 1.733
H -1.309 -1.776 -0.043
H 0.095 -1.820 -1.148
H -0.218 -3.446 1.366
H 1.313 -3.506 0.437
H -0.230 -3.972 -0.346
O -2.779 0.581 -2.226
H -3.348 1.378 -2.320
H -3.253 0.014 -1.576
*
```

How positive or negative is each atom? The Mulliken charges in e answer that: -1.1840 -0.4861 -0.3234 -0.7501 -0.2201 -1.2543 0.2963 0.3496 0.3103 0.2979 0.3117 0.2212 0.3098 0.2932 0.3197 0.2257 0.2948 0.3126 0.3329 0.3454 -0.6329 0.3132 0.3164

***

This record from the OMol25 dataset describes the ion C4H7N2O2 with charge -1 at a distorted geometry. The level of theory is wB97M-V/def2-TZVPD.

Summary:
Energy ... -11331.8149 eV
ΔE to the lowest compared entry with this formula, charge and spin ... 134.0 kcal per mole
Kohn-Sham gap (spin up / spin down) ... 6.066 / 6.069 eV
Strongest force on any atom ... 5.4 eV/A
Structure (SMILES) ... C/C(=C/C=O)N[N-]O
Lowest unoccupied orbital energy (spin up / spin down) ... 3.93 / 3.93 eV

```
! wB97M-V def2-TZVPD RIJCOSX def2/J DEFGRID3
* xyz -1 1
C -1.663 -0.404 0.320
C -0.218 0.130 0.138
C -0.332 1.318 -0.597
C 0.297 1.886 -1.695
O -0.181 2.996 -2.076
N 0.674 -0.661 0.779
N 1.933 -0.757 1.316
O 2.277 -2.176 1.396
H -1.663 -1.137 1.188
H -1.779 -1.216 -0.408
H -2.362 0.403 0.406
H -1.245 1.824 -0.576
H 1.086 1.471 -2.268
H 0.124 -1.480 1.113
H 3.052 -2.197 0.964
*
```

How positive or negative is each atom? The Mulliken charges in e answer that: -1.2831 0.8131 -0.5642 -0.1600 -0.7020 0.3003 -1.1036 -0.4652 0.3279 0.2748 0.3909 0.1998 0.4303 0.2404 0.3005

***

This record from the OMol25 dataset describes a structure of composition C3H7IO2S at a distorted geometry. The level of theory is wB97M-V/def2-TZVPD.

Summary:
Energy ... -26250.4642 eV
ΔE to the lowest compared entry with this formula, charge and spin ... 98.8 kcal per mole
Kohn-Sham gap (spin up / spin down) ... 7.631 / 8.757 eV
Strongest force on any atom ... 5.1 eV/A
Lowest unoccupied orbital energy (spin up / spin down) ... -1.20 / -0.15 eV

```
! wB97M-V def2-TZVPD RIJCOSX def2/J DEFGRID3
* xyz 0 1
C 0.759 -0.506 -2.480
C -0.437 0.692 2.193
C -0.607 -0.776 -0.250
O 0.374 1.646 -0.173
O 1.710 -0.249 0.712
S 0.425 0.411 0.558
I -2.560 -0.239 -0.417
H 0.811 0.555 -2.563
H 1.374 -0.703 -1.641
H 0.146 -1.136 -3.115
H -0.284 1.671 2.356
H -1.523 0.465 2.152
H 0.151 -0.046 2.842
H -0.338 -1.784 -0.174
*
```

How positive or negative is each atom? The Mulliken charges in e answer that: -0.8130 -0.9751 -0.8674 -0.5704 -0.6320 1.1316 0.1197 0.3240 0.3343 0.3414 0.3577 0.3244 0.3023 0.6224

***

This record from the OMol25 dataset describes the ion C8H10N3O with charge +1 at a distorted geometry. The level of theory is wB97M-V/def2-TZVPD.

Summary:
Energy ... -14966.5083 eV
ΔE to the lowest compared entry with this formula, charge and spin ... 64.5 kcal per mole
Kohn-Sham gap ... 9.226 eV
Strongest force on any atom ... 4.1 eV/A
Structure (SMILES) ... CC(=O)c1c(C)[nH]n2ccc[n+]12
Lowest unoccupied orbital energy ... -3.73 eV

```
! wB97M-V def2-TZVPD RIJCOSX def2/J DEFGRID3
* xyz 1 1
C -2.015 -1.455 1.523
C -0.545 -1.115 1.469
O 0.231 -1.896 1.970
C -0.051 -0.174 0.466
C -0.597 1.064 0.088
C -1.764 1.812 0.696
N 0.024 1.507 -1.111
N 1.098 0.583 -1.342
C 2.231 0.373 -2.184
C 2.878 -0.695 -1.632
C 2.077 -1.228 -0.479
N 1.045 -0.421 -0.367
H -2.529 -0.842 2.295
H -2.169 -2.502 1.765
H -2.484 -1.269 0.566
H -2.216 1.270 1.523
H -1.415 2.788 1.024
H -2.572 1.924 -0.047
H 0.060 2.514 -1.346
H 2.558 0.964 -3.036
H 3.814 -1.108 -1.944
H 2.342 -2.094 0.104
*
```

How positive or negative is each atom? The Mulliken charges in e answer that: -1.4052 0.6265 -0.5133 0.2240 0.5713 -1.3363 -0.4623 0.0295 -0.1031 -0.8536 0.2341 0.1349 0.3527 0.3747 0.3891 0.2622 0.4144 0.3686 0.3319 0.4439 0.4222 0.4936

***

This record from the OMol25 dataset describes a structure of composition C27H41NNiP2 at a distorted geometry. The level of theory is wB97M-V/def2-TZVPD.

Summary:
Energy ... -89765.6916 eV
Expectation value of S² ... 2.0102
ΔE to the lowest compared entry with this formula, charge and spin ... 114.0 kcal per mole
Kohn-Sham gap (spin up / spin down) ... 3.626 / 4.608 eV
Strongest force on any atom ... 5.9 eV/A
Lowest unoccupied orbital energy (spin up / spin down) ... -1.04 / -1.00 eV

```
! wB97M-V def2-TZVPD RIJCOSX def2/J DEFGRID3
* xyz 0 3
P 1.680 2.612 1.212
P -0.035 -1.158 -3.976
C 2.070 1.790 -0.439
C 1.080 1.823 -1.602
H 2.281 0.735 -0.187
H 3.023 2.234 -0.771
H 0.577 0.839 -1.743
H 0.308 2.597 -1.493
C 0.179 -2.632 -4.999
H -0.119 -3.486 -4.379
H 1.246 -2.709 -5.256
H -0.438 -2.540 -5.903
C -1.578 -0.533 -4.735
H -1.396 -0.348 -5.802
H -1.876 0.401 -4.238
H -2.367 -1.280 -4.589
C 3.179 2.828 2.170
H 2.922 2.958 3.229
H 3.715 3.724 1.823
H 3.834 1.955 2.062
C 1.019 4.212 0.752
H 0.204 4.110 0.029
H 1.810 4.827 0.304
H 0.635 4.718 1.644
Ni 1.616 1.736 -3.563
C 0.868 1.761 -5.288
C 1.696 0.631 -5.086
C 3.152 0.655 -5.503
C 3.920 1.906 -4.954
C 3.321 2.419 -3.670
C 2.340 3.433 -3.515
C 1.619 4.096 -4.665
C 1.287 3.099 -5.822
C 0.443 1.627 2.054
H -0.210 1.587 -5.302
H 1.214 -0.400 -5.191
H 3.270 0.576 -6.597
H 3.674 -0.230 -5.100
H 4.952 1.605 -4.713
H 3.969 2.689 -5.721
H 3.906 2.187 -2.777
H 2.292 3.963 -2.549
H 2.148 4.982 -5.035
H 0.652 4.469 -4.293
H 0.440 3.499 -6.402
H 2.140 3.008 -6.498
H -0.255 1.192 1.325
H -0.114 2.283 2.741
H 0.916 0.808 2.617
C -3.916 -2.922 -2.646
C -2.732 -3.669 -2.679
C -1.565 -3.146 -2.135
C -1.583 -1.881 -1.488
C -2.758 -1.092 -1.564
C -3.921 -1.630 -2.108
N -0.456 -1.399 -0.860
C -0.216 -1.743 0.431
C -1.258 -1.921 1.386
C -0.979 -2.411 2.651
C 0.340 -2.690 3.029
C 1.397 -2.422 2.138
C 1.133 -1.939 0.861
H -4.840 -3.346 -3.059
H -2.722 -4.670 -3.114
H -0.621 -3.700 -2.151
H -2.715 -0.086 -1.150
H -4.837 -1.035 -2.095
H -2.280 -1.695 1.080
H -1.799 -2.593 3.350
H 0.558 -3.096 4.022
H 2.432 -2.612 2.436
H 1.928 -1.748 0.133
*
```

How positive or negative is each atom? The Mulliken charges in e answer that: 1.3947 0.8226 -0.2765 1.0327 0.0237 0.2763 -1.6017 0.3795 -1.2071 0.3889 0.3993 0.3405 -1.5050 0.5781 0.3022 0.5021 -1.3498 0.4223 0.3867 0.3930 -1.4062 0.3665 0.3787 0.4472 -0.5882 -0.5501 1.5049 -1.2141 -1.0553 -0.0715 0.1325 -1.1145 -1.2254 -1.0374 0.3558 -0.2882 0.3269 0.4066 0.4501 0.2327 0.3594 0.3791 0.3718 0.3260 0.4764 0.2387 0.1275 0.4881 0.3346 -0.5297 -0.6968 0.1793 -1.4580 0.3553 -0.7155 0.1827 -0.1505 0.0895 -0.6722 -0.5104 -0.6575 -0.4046 0.3388 0.3935 0.7504 0.4633 0.3570 0.3742 0.3631 0.3506 0.3639 0.3788

***

Which value of strongest force on any atom does entry 6 give? 5.9 eV/A

***

Which value of energy does entry 5 give? -14966.5083 eV